No. 1
45
Properties=species:S:1:pos:R:3:forces:R:3 method="wB97M-V/def2-TZVPD" lumo_energy_ev=0.6 homo_ev=-7.82 multiplicity=1 gap_ev=8.419 de_lowest_ev=8.958 mol_weight_g_mol=288.39 charge=0
N -3.625 1.410 -0.475 -1.80 0.79 0.87
N -2.745 1.253 -1.375 2.53 1.33 -1.87
O -0.449 -1.052 -2.910 -8.56 -6.42 -7.76
C -3.969 0.440 0.336 -2.39 0.78 1.45
C -2.033 0.173 -1.365 0.41 -3.06 0.26
C -2.493 -0.967 -0.591 2.30 -0.14 -1.62
C -3.535 -0.895 0.291 0.32 -0.07 -0.22
N 0.537 -0.129 -1.719 5.03 6.49 8.94
N 3.089 1.598 0.448 2.63 0.72 0.72
C 3.915 2.081 1.617 -0.27 -1.74 -0.87
C -0.771 0.091 -2.286 0.09 0.62 -0.62
C -2.838 -2.763 1.876 -0.02 0.27 2.09
C -3.887 -3.500 1.166 -0.68 -1.77 -0.55
C -3.953 -2.005 1.244 -0.45 2.44 0.11
C 1.893 -0.286 1.207 -0.42 1.55 -0.06
C 0.922 0.925 1.033 -1.08 -0.65 0.44
C 2.898 0.012 -1.391 1.26 -3.09 2.37
C 1.519 2.073 -1.279 -0.81 -2.11 2.63
C 1.734 0.679 -1.916 -2.12 3.78 0.31
C 3.013 0.143 0.228 2.11 -0.82 -0.29
C 1.699 1.995 0.320 0.30 1.48 -1.78
H 0.427 -0.979 -2.372 2.07 -3.72 -1.49
H -4.750 0.934 0.969 0.58 -1.59 0.17
H -1.923 -1.895 -0.773 -0.37 0.38 0.17
H 0.398 -0.445 -0.765 0.69 0.28 0.15
H 3.326 1.988 2.507 -0.09 -0.40 1.07
H 4.914 1.547 1.709 -1.47 0.26 -0.23
H 4.168 3.113 1.586 0.01 1.04 -0.72
H -0.715 0.889 -3.007 -0.65 1.11 0.17
H -2.843 -2.727 2.983 0.18 -0.36 -0.82
H -1.894 -2.669 1.423 1.05 0.11 -0.42
H -4.551 -4.089 1.849 0.31 0.77 -1.05
H -3.630 -4.037 0.217 -0.29 0.77 0.92
H -4.651 -1.543 1.956 0.05 -0.67 -0.25
H 1.393 -1.223 1.016 0.10 -0.49 0.08
H 2.269 -0.217 2.270 -0.15 -0.52 -1.24
H 0.549 1.292 1.995 0.06 -0.12 -0.11
H 0.057 0.718 0.410 -0.41 -0.18 0.57
H 2.739 -1.077 -1.726 0.85 1.18 0.64
H 3.866 0.403 -1.771 -0.77 -0.24 0.15
H 0.600 2.523 -1.513 -2.12 -0.21 -0.28
H 2.099 2.792 -1.713 2.65 1.71 -0.58
H 1.900 0.868 -2.966 -0.46 -0.36 -0.72
H 3.982 -0.417 0.525 -1.29 1.22 -0.52
H 1.353 2.970 0.731 1.09 -0.35 -0.21

---

No. 2
19
Properties=species:S:1:pos:R:3:forces:R:3 method="wB97M-V/def2-TZVPD" lumo_energy_ev=0.7 homo_ev=-7.13 multiplicity=1 gap_ev=7.800 de_lowest_ev=4.771 mol_weight_g_mol=109.17 charge=0
C -1.205 0.587 -1.331 0.50 0.21 0.02
C -0.742 0.122 0.027 -1.52 -1.97 0.52
C -1.374 0.863 1.174 0.05 0.02 -0.08
C -0.245 -1.143 0.248 -1.25 1.40 -0.04
C 0.561 -1.877 -0.780 0.33 0.43 0.44
C 1.826 -1.086 -0.561 -0.25 1.13 -0.01
C 1.646 0.026 0.075 3.00 -1.13 -0.47
N 2.193 0.933 0.917 -0.55 0.06 -0.52
H -2.277 0.403 -1.452 0.02 -0.02 0.11
H -1.058 1.664 -1.433 0.03 0.03 -0.11
H -0.686 0.089 -2.146 0.04 0.06 -0.06
H -2.462 0.746 1.146 -0.03 0.04 -0.05
H -1.176 1.935 1.103 0.07 0.03 0.13
H -1.033 0.487 2.137 0.10 0.09 0.04
H -0.224 -1.540 1.256 0.08 0.05 0.07
H 0.711 -2.928 -0.529 -0.11 0.03 -0.21
H 0.190 -1.766 -1.800 0.08 -0.23 0.06
H 2.331 1.864 0.550 -0.27 -0.01 -0.03
H 3.026 0.621 1.400 -0.32 -0.25 0.18

---

No. 3
15
Properties=species:S:1:pos:R:3:forces:R:3 method="wB97M-V/def2-TZVPD" lumo_energy_ev=0.7 homo_ev=-10.32 multiplicity=1 gap_ev=10.986 de_lowest_ev=1.661 mol_weight_g_mol=117.10 charge=0
C 1.282 -1.331 -0.617 -0.07 -0.03 -0.29
O 1.267 -0.663 0.626 1.40 0.69 0.84
C 0.381 0.360 1.058 0.92 -1.04 -1.23
C -0.035 1.340 -0.069 0.01 -0.13 0.16
N -1.291 0.761 -0.476 0.80 -0.31 -0.02
C -1.636 -0.316 0.283 -0.58 0.81 2.07
O -2.585 -1.029 0.168 0.48 -0.16 0.10
O -0.763 -0.309 1.456 -2.09 -0.10 -1.77
H 0.324 -1.833 -0.839 0.22 0.32 -0.07
H 2.043 -2.129 -0.511 -0.40 0.50 -0.03
H 1.608 -0.666 -1.448 -0.38 -0.34 0.35
H 0.860 0.836 1.918 -0.07 -0.17 -0.22
H -0.146 2.352 0.307 -0.05 0.15 0.11
H 0.685 1.348 -0.895 0.01 -0.03 0.28
H -1.994 1.278 -0.961 -0.21 -0.16 -0.29

---

Copy entry 2 word for word.
19
Properties=species:S:1:pos:R:3:forces:R:3 method="wB97M-V/def2-TZVPD" lumo_energy_ev=0.7 homo_ev=-7.13 multiplicity=1 gap_ev=7.800 de_lowest_ev=4.771 mol_weight_g_mol=109.17 charge=0
C -1.205 0.587 -1.331 0.50 0.21 0.02
C -0.742 0.122 0.027 -1.52 -1.97 0.52
C -1.374 0.863 1.174 0.05 0.02 -0.08
C -0.245 -1.143 0.248 -1.25 1.40 -0.04
C 0.561 -1.877 -0.780 0.33 0.43 0.44
C 1.826 -1.086 -0.561 -0.25 1.13 -0.01
C 1.646 0.026 0.075 3.00 -1.13 -0.47
N 2.193 0.933 0.917 -0.55 0.06 -0.52
H -2.277 0.403 -1.452 0.02 -0.02 0.11
H -1.058 1.664 -1.433 0.03 0.03 -0.11
H -0.686 0.089 -2.146 0.04 0.06 -0.06
H -2.462 0.746 1.146 -0.03 0.04 -0.05
H -1.176 1.935 1.103 0.07 0.03 0.13
H -1.033 0.487 2.137 0.10 0.09 0.04
H -0.224 -1.540 1.256 0.08 0.05 0.07
H 0.711 -2.928 -0.529 -0.11 0.03 -0.21
H 0.190 -1.766 -1.800 0.08 -0.23 0.06
H 2.331 1.864 0.550 -0.27 -0.01 -0.03
H 3.026 0.621 1.400 -0.32 -0.25 0.18